The following is a quantum chemistry calculation of a molecular structure, C52H56ClN3O2P2SiTi, from OMol25.

Each line ends with the Mulliken spin population.
Cartesian coordinates (Å):
Ti (-1.195, 0.116, 0.287)  0.918
O (-3.927, -1.125, 2.681)  -0.003
C (-3.364, -0.164, 2.230)  0.007
O (-2.056, -0.087, 2.038)  -0.001
C (-4.079, 1.123, 1.811)  -0.005
P (-3.217, 1.846, 0.355)  0.015
C (-2.967, 3.590, 0.778)  0.003
C (-3.451, 4.635, -0.001)  0.001
C (-3.183, 5.948, 0.359)  0.000
C (-2.437, 6.224, 1.495)  0.000
C (-1.949, 5.182, 2.274)  0.001
C (-2.203, 3.871, 1.911)  0.010
C (-4.329, 1.804, -1.072)  -0.014
C (-5.713, 1.670, -0.996)  -0.001
C (-6.468, 1.593, -2.157)  0.000
C (-5.849, 1.656, -3.398)  -0.001
C (-4.471, 1.798, -3.481)  0.001
C (-3.711, 1.867, -2.324)  0.010
H (-3.959, 1.839, 2.628)  -0.002
H (-5.144, 0.948, 1.681)  -0.002
H (-4.039, 4.428, -0.887)  0.000
H (-3.567, 6.757, -0.249)  0.000
H (-2.239, 7.250, 1.776)  0.000
H (-1.361, 5.391, 3.158)  0.000
H (-1.797, 3.060, 2.509)  -0.001
H (-6.215, 1.627, -0.038)  0.000
H (-7.543, 1.486, -2.090)  0.000
H (-6.442, 1.592, -4.301)  0.000
H (-3.981, 1.840, -4.445)  0.000
H (-2.633, 1.964, -2.388)  -0.001
Cl (-3.264, -1.316, -0.632)  -0.001
C (-3.016, -3.043, -0.401)  -0.022
C (-4.052, -3.845, -0.849)  -0.003
C (-3.899, -5.220, -0.819)  0.000
C (-2.708, -5.775, -0.370)  0.000
C (-1.692, -4.952, 0.080)  -0.002
C (-1.828, -3.560, 0.106)  -0.012
P (-0.496, -2.523, 0.815)  0.153
C (0.985, -3.449, 0.284)  -0.001
C (1.278, -3.512, -1.080)  0.004
C (2.394, -4.200, -1.528)  0.000
C (3.236, -4.828, -0.618)  0.001
C (2.956, -4.764, 0.739)  0.000
C (1.835, -4.079, 1.190)  0.003
C (-0.579, -2.820, 2.609)  -0.053
C (-0.047, -1.841, 3.445)  -0.001
C (-0.018, -2.020, 4.818)  0.007
C (-0.544, -3.176, 5.375)  0.000
C (-1.096, -4.148, 4.554)  0.000
C (-1.111, -3.973, 3.179)  -0.003
H (-4.957, -3.392, -1.229)  0.001
H (-4.702, -5.856, -1.166)  0.000
H (-2.571, -6.847, -0.373)  0.000
H (-0.762, -5.395, 0.414)  0.000
H (0.632, -3.024, -1.802)  -0.002
H (2.603, -4.250, -2.589)  0.000
H (4.105, -5.370, -0.967)  0.000
H (3.604, -5.257, 1.452)  0.000
H (1.621, -4.040, 2.251)  0.000
H (0.318, -0.915, 3.023)  0.014
H (0.392, -1.246, 5.454)  0.000
H (-0.537, -3.315, 6.449)  0.000
H (-1.525, -5.043, 4.984)  0.000
H (-1.563, -4.739, 2.563)  0.000
C (-0.831, -1.099, -5.474)  -0.007
C (-1.082, -1.889, -4.361)  0.005
C (-1.028, -1.348, -3.089)  -0.005
C (-0.725, 0.006, -2.892)  0.025
C (-0.463, 0.796, -4.017)  -0.012
C (-0.522, 0.240, -5.287)  0.004
N (-0.674, 0.493, -1.585)  -0.095
N (-0.358, 1.874, -1.542)  0.011
C (0.147, 2.308, -0.422)  0.018
C (0.507, 3.700, -0.288)  -0.005
C (1.159, 4.132, 0.812)  0.010
C (1.463, 3.217, 1.870)  0.016
C (1.000, 1.944, 1.763)  0.100
N (0.337, 1.468, 0.670)  -0.105
H (-0.875, -1.520, -6.470)  0.000
H (-1.327, -2.937, -4.482)  0.000
H (-1.234, -1.980, -2.234)  -0.016
H (-0.223, 1.840, -3.886)  0.000
H (-0.320, 0.871, -6.144)  0.000
H (0.242, 4.364, -1.100)  0.000
H (1.435, 5.175, 0.905)  -0.003
H (1.965, 3.542, 2.770)  -0.002
H (1.073, 1.250, 2.590)  -0.008
C (2.451, -0.181, -1.341)  0.027
Si (3.424, 0.748, -0.103)  0.021
C (4.087, -0.248, 1.340)  0.000
C (5.030, 0.498, 2.278)  -0.001
C (2.944, -0.879, 2.139)  -0.032
C (4.843, -1.383, 0.603)  0.001
C (4.292, 2.258, -0.772)  0.002
C (3.544, 2.826, -1.986)  0.002
C (5.597, 1.581, -1.277)  0.000
C (4.653, 3.362, 0.217)  0.000
H (3.150, -0.346, -2.174)  0.001
H (1.630, 0.422, -1.729)  -0.006
H (2.073, -1.137, -0.990)  -0.008
H (4.522, 1.321, 2.783)  0.000
H (5.911, 0.896, 1.771)  0.000
H (5.383, -0.196, 3.046)  0.000
H (2.510, -0.160, 2.829)  0.000
H (3.332, -1.715, 2.729)  0.000
H (2.152, -1.276, 1.501)  0.045
H (5.640, -1.017, -0.049)  0.000
H (4.170, -2.018, 0.021)  0.000
H (5.311, -2.016, 1.362)  0.000
H (3.393, 2.080, -2.767)  0.000
H (2.573, 3.233, -1.713)  -0.002
H (4.142, 3.635, -2.414)  0.000
H (5.411, 0.789, -2.009)  0.000
H (6.213, 1.180, -0.470)  0.000
H (6.187, 2.347, -1.787)  0.000
H (3.767, 3.869, 0.586)  0.000
H (5.275, 4.098, -0.300)  0.000
H (5.221, 2.991, 1.070)  0.000

As for the spin multiplicity: 2. As for the net charge: +1. The calculation puts the HOMO-LUMO gap (spin up / spin down) at 5.686 / 5.660 eV.